This record from OMol25 describes a cluster of 14 separate species, C36H96INO15S13 in total. The level of theory is the ωB97M-V functional and the def2-TZVPD basis.

Each line ends with the Mulliken charge.
Geometry (Å):
C -3.0542 -0.9883 0.0357  -0.521
C -4.6694 -0.7429 -0.0966  0.114
O -5.0746 0.2192 -1.1324  -0.431
C -4.5292 -0.1134 -2.4566  -0.552
C -4.6544 -1.6894 -2.8890  0.628
C -6.1144 -2.4352 -2.8980  -0.403
C -5.9947 -3.6821 -3.9856  0.300
O -6.9167 -4.6419 -4.2645  -0.613
N -4.6078 -3.5190 -4.5828  -0.345
C -4.1445 -2.0799 -4.4071  0.076
C -2.5535 -1.7132 -4.5556  -0.667
C -1.7439 -2.6012 -5.6784  -0.259
C -1.3903 -4.1332 -5.1492  -0.903
I 0.2010 -1.6534 -6.1729  0.060
H -2.3914 -0.3314 -0.6789  0.226
H -2.7369 -0.8529 1.1787  0.190
H -2.8767 -2.1486 -0.1826  0.123
H -5.2715 -1.7712 -0.1696  -0.021
H -5.0193 -0.2718 0.9430  0.228
H -3.3935 0.2208 -2.5902  0.131
H -5.1422 0.5343 -3.2487  0.274
H -3.9939 -2.4121 -2.2287  0.009
H -7.0937 -1.7919 -2.9134  0.170
H -6.1855 -3.0190 -1.8671  0.214
H -4.0333 -4.2285 -4.0513  0.336
H -4.6436 -1.4169 -5.2400  0.078
H -2.4965 -0.5837 -4.9235  0.214
H -2.0690 -1.7358 -3.4825  0.334
H -2.3881 -2.5862 -6.6639  0.290
H -0.4743 -4.5647 -5.7791  0.335
H -2.3270 -4.8162 -5.4323  0.243
H -1.1834 -4.1756 -3.9856  0.236
C -3.0435 -2.3996 5.2772  -0.703
S -3.2306 -3.3153 3.7281  0.378
O -2.9267 -2.3687 2.6052  -0.553
C -5.0295 -3.4813 3.8273  -0.878
H -1.9878 -2.1503 5.4078  0.316
H -3.6309 -1.4789 5.2407  0.070
H -3.3733 -3.0224 6.1120  0.383
H -5.4938 -2.4938 3.8804  0.204
H -5.2945 -4.0687 4.7096  0.384
H -5.3805 -3.9981 2.9311  0.331
C 3.6062 1.1691 -5.2822  -0.856
S 3.0523 1.1739 -3.5598  0.598
O 1.5712 0.9380 -3.5619  -0.645
C 3.3210 2.9416 -3.2839  -0.760
H 3.4906 0.1585 -5.6812  0.268
H 3.0011 1.8622 -5.8716  0.259
H 4.6590 1.4572 -5.3283  0.325
H 2.7334 3.5249 -3.9968  0.308
H 4.3832 3.1720 -3.3955  0.125
H 3.0034 3.1867 -2.2678  0.393
C 7.4293 3.8733 -1.3885  -0.946
S 7.3175 2.0831 -1.1524  0.347
O 6.1404 1.5965 -1.9444  -0.530
C 6.8120 2.1565 0.5833  -0.657
H 7.6993 4.0701 -2.4288  0.314
H 6.4659 4.3403 -1.1702  0.265
H 8.2014 4.2810 -0.7318  0.397
H 5.8868 2.7295 0.6793  0.159
H 7.6042 2.6204 1.1756  0.410
H 6.6447 1.1374 0.9396  0.192
C 3.5387 4.0032 4.4598  -0.995
S 4.4184 2.9437 3.2864  0.603
O 4.8746 3.8105 2.1507  -0.674
C 2.9575 2.0362 2.7250  -0.882
H 4.2567 4.6914 4.9122  0.331
H 2.7665 4.5758 3.9405  0.292
H 3.0876 3.3872 5.2412  0.359
H 2.2214 2.7306 2.3130  0.402
H 2.5251 1.4845 3.5632  0.350
H 3.2636 1.3313 1.9486  0.223
C -6.3040 0.0982 8.9105  -0.792
S -6.5854 -0.4648 7.2143  0.426
O -5.7765 -1.7117 7.0132  -0.575
C -5.6959 0.8947 6.4181  -0.885
H -6.7468 -0.6286 9.5956  0.393
H -5.2317 0.1736 9.1066  0.252
H -6.7816 1.0698 9.0570  0.240
H -4.6614 0.9205 6.7683  0.277
H -6.1933 1.8404 6.6461  0.351
H -5.7079 0.7319 5.3379  0.321
C 5.6740 -2.6300 2.7911  -1.016
S 4.3610 -1.8478 1.8229  0.424
O 4.4596 -0.3675 2.0426  -0.513
C 2.9936 -2.4581 2.8384  -0.704
H 6.6376 -2.3526 2.3571  0.374
H 5.6311 -2.2850 3.8270  0.324
H 5.5596 -3.7157 2.7520  0.390
H 3.1166 -2.1236 3.8712  0.069
H 2.9668 -3.5496 2.7979  0.372
H 2.0587 -2.0591 2.4381  0.360
C 5.3668 -1.1328 -9.1539  -0.983
S 6.0059 0.2451 -8.1710  0.563
O 4.8970 1.2434 -8.0195  -0.567
C 7.1319 0.8718 -9.4409  -0.997
H 4.6070 -1.6547 -8.5673  0.301
H 4.9170 -0.7573 -10.0762  0.310
H 6.1804 -1.8235 -9.3872  0.383
H 6.5728 1.1233 -10.3452  0.300
H 7.8878 0.1155 -9.6650  0.377
H 7.6223 1.7697 -9.0577  0.323
C -6.4323 4.7739 11.4890  -0.989
S -6.7137 4.2108 9.7928  0.530
O -5.9048 2.9640 9.5916  -0.574
C -5.8242 5.5703 8.9965  -0.967
H -6.8751 4.0470 12.1741  0.312
H -5.3600 4.8493 11.6851  0.317
H -6.9099 5.7455 11.6355  0.377
H -4.7896 5.5962 9.3468  0.312
H -6.3216 6.5160 9.2246  0.373
H -5.8362 5.4076 7.9163  0.310
C 3.3621 -2.5509 8.5898  -0.991
S 3.1750 -3.4666 7.0407  0.423
O 3.4790 -2.5200 5.9178  -0.567
C 1.3761 -3.6326 7.1399  -0.936
H 4.4178 -2.3016 8.7204  0.321
H 2.7748 -1.6302 8.5534  0.307
H 3.0323 -3.1737 9.4246  0.390
H 0.9118 -2.6450 7.1930  0.274
H 1.1111 -4.2200 8.0223  0.412
H 1.0251 -4.1494 6.2437  0.306
C -9.9206 -0.4719 -0.6566  -0.737
S -9.2814 0.9060 0.3263  0.484
O -10.3904 1.9043 0.4778  -0.645
C -8.1554 1.5327 -0.9436  -0.551
H -10.6803 -0.9938 -0.0700  0.325
H -10.3704 -0.0964 -1.5789  0.293
H -9.1070 -1.1626 -0.8899  0.182
H -8.7146 1.7842 -1.8480  0.377
H -7.3995 0.7764 -1.1677  -0.049
H -7.6650 2.4306 -0.5605  0.312
C 8.5746 -5.2828 4.9578  -0.912
S 9.5697 -4.2381 3.8662  0.418
O 8.6240 -3.4751 2.9871  -0.523
C 10.2517 -5.5948 2.8827  -0.942
H 8.0213 -4.6387 5.6454  0.284
H 7.8691 -5.8740 4.3689  0.293
H 9.2309 -5.9425 5.5303  0.389
H 9.4425 -6.1664 2.4221  0.298
H 10.8531 -6.2445 3.5230  0.369
H 10.8862 -5.1718 2.1003  0.312
C 4.9276 6.8932 -5.4782  -1.000
S 5.5414 5.2025 -5.6730  0.694
O 6.9429 5.2895 -6.1999  -0.687
C 4.4641 4.7733 -7.0618  -0.786
H 5.4915 7.3772 -4.6772  0.337
H 5.0673 7.4513 -6.4072  0.328
H 3.8687 6.8690 -5.2106  0.321
H 4.6328 5.4624 -7.8927  0.395
H 3.4202 4.8185 -6.7425  0.331
H 4.6997 3.7559 -7.3825  0.071
C -2.6663 1.0515 -8.5796  -0.954
S -4.2568 0.3571 -8.0685  0.472
O -3.9892 -0.9946 -7.4763  -0.553
C -4.8934 0.1008 -9.7425  -1.044
H -2.0737 1.2573 -7.6850  0.284
H -2.1320 0.3376 -9.2111  0.305
H -2.8327 1.9836 -9.1246  0.417
H -4.2214 -0.5544 -10.3019  0.314
H -4.9870 1.0640 -10.2497  0.396
H -5.8781 -0.3669 -9.6718  0.338

Electronic energy = -220034.4573 eV
HOMO-LUMO gap = 7.972 eV
Net charge = 0